No. 1
Computed, not measured: a structure of composition C4H9N2, with ωB97M-V/def2-TZVPD.

Properties
- ΔE to the lowest compared entry with this formula, charge and spin (kcal per mole) = 66.50
- total charge = +1
- E_LUMO (eV) = -4.23
- gap between HOMO and LUMO (eV) = 10.379

Atoms and positions in Å:
C  -0.85156  0.27871  -1.42204
C  0.37812  0.03863  -0.60192
C  -0.65241  0.03521  0.55948
C  -0.78050  -1.18358  1.44471
N  -1.69783  0.18589  -0.47752
N  1.50124  1.02760  -0.58338
H  -1.02659  0.41965  -2.47175
H  0.91087  -1.12315  -0.89197
H  -0.60936  0.94440  1.16562
H  -0.77433  -2.09964  0.85963
H  -1.72535  -1.12139  1.98061
H  0.02903  -1.21179  2.17114
H  1.11901  1.98652  -0.58610
H  2.10659  0.92019  -1.41117
H  2.07308  0.90273  0.26467

=====

No. 2
Computed, not measured: the molecule C4H5PS, with ωB97M-V/def2-TZVPD.

Properties
- ΔE to the lowest compared entry with this formula, charge and spin (kcal per mole) = 75.46
- total charge = 0
- E_LUMO (alpha / beta) (eV) = -1.24 / -1.77
- gap between HOMO and LUMO (alpha / beta) (eV) = 7.183 / 6.627

Atoms and positions in Å:
C  -0.21721  1.16219  -0.49710
C  0.94540  0.61641  -0.17887
C  -1.26340  0.12292  -0.08882
C  -0.46173  -1.02382  0.54073
P  2.53640  0.62207  0.40125
S  3.41837  -0.99767  -0.38940
H  -0.31271  2.13595  -0.95122
H  -2.07217  0.69138  0.61243
H  -1.85561  -0.39497  -1.01600
H  -0.29578  -2.00078  -0.08538
H  -0.42158  -0.93367  1.65239

=====

No. 3
Computed, not measured: a structure of composition C6H18Cl2MnO6, with ωB97M-V/def2-TZVPD.

Properties
- 2S+1 = 6
- total charge = 0
- E_LUMO (alpha / beta) (eV) = -0.03 / -0.04
- gap between HOMO and LUMO (alpha / beta) (eV) = 7.806 / 8.374

Atoms and positions in Å:
Mn  -0.71763  -1.26353  0.45145
Cl  -0.52471  -3.60349  1.07398
Cl  -2.15256  -0.39860  2.31187
C  1.67509  -0.49766  2.14243
C  3.00257  0.22796  2.21483
O  2.89442  1.47677  1.54807
O  1.33218  -0.75517  0.75298
H  0.86398  0.12718  2.52393
H  1.74613  -1.45829  2.65171
H  3.74241  -0.43873  1.74528
H  3.27332  0.39653  3.26216
H  3.65331  2.01988  1.77501
H  2.04290  -0.48411  0.16332
C  -1.20576  -2.35953  -2.36361
C  -2.50269  -1.62733  -2.11458
O  -2.65381  -1.57175  -0.69142
O  -0.15085  -1.76428  -1.59724
H  -0.90179  -2.53238  -3.39627
H  -1.36400  -3.37347  -1.96896
H  -3.33253  -2.16529  -2.57692
H  -2.54530  -0.62308  -2.55057
H  -3.52562  -1.20478  -0.50164
H  0.67751  -2.21643  -1.78342
C  -0.20246  1.82785  -0.96327
C  0.19175  3.04811  -0.11722
O  -0.92572  3.84828  0.23516
O  -0.86779  0.82117  -0.18667
H  0.71766  1.37454  -1.34015
H  -0.81321  2.11878  -1.82117
H  0.83605  3.64980  -0.75997
H  0.72012  2.66846  0.75830
H  -1.26720  3.50333  1.06990
H  -1.71576  1.22928  0.05272

=====

The following E values (in eV) correspond, in order, to the records above: -7265.2580 -24348.0280 -75166.1782.
The following strongest force on any atom values (in eV/Å) correspond, in order, to the records above: 4.5 3.4 2.0.